Run i
{"formula": "C20H55N5O5", "method": "wB97M-V/def2-TZVPD", "gap_ev": 9.41, "multiplicity": 1, "molar_mass_g_mol": 445.69, "species": ["C", "O", "C", "C", "C", "N", "H", "H", "H", "H", "H", "H", "H", "H", "H", "H", "H", "C", "O", "C", "C", "C", "N", "H", "H", "H", "H", "H", "H", "H", "H", "H", "H", "H", "C", "O", "C", "C", "C", "N", "H", "H", "H", "H", "H", "H", "H", "H", "H", "H", "H", "C", "O", "C", "C", "C", "N", "H", "H", "H", "H", "H", "H", "H", "H", "H", "H", "H", "C", "O", "C", "C", "C", "N", "H", "H", "H", "H", "H", "H", "H", "H", "H", "H", "H"], "xyz": [[-3.32, 22.34, -15.06], [-2.42, 23.31, -14.78], [-1.37, 22.95, -13.90], [-0.27, 24.10, -13.85], [0.70, 24.22, -14.99], [0.32, 24.03, -12.54], [-3.95, 22.78, -15.83], [-4.05, 22.13, -14.27], [-2.81, 21.42, -15.35], [-1.80, 22.81, -12.91], [-0.97, 22.00, -14.23], [-0.74, 25.07, -14.00], [1.30, 23.32, -15.10], [1.35, 25.06, -14.76], [0.25, 24.46, -15.96], [-0.45, 24.00, -11.88], [0.87, 23.18, -12.44], [-0.32, 21.30, -9.41], [-0.74, 19.95, -9.56], [-1.52, 19.49, -8.42], [-2.93, 20.08, -8.28], [-3.61, 19.78, -6.89], [-3.80, 19.49, -9.30], [-0.12, 21.47, -10.47], [0.56, 21.42, -8.78], [-1.03, 22.09, -9.18], [-1.62, 18.42, -8.62], [-1.10, 19.59, -7.42], [-2.90, 21.16, -8.43], [-3.18, 18.87, -6.49], [-4.70, 19.68, -6.94], [-3.24, 20.57, -6.24], [-3.35, 19.35, -10.20], [-3.86, 18.55, -8.95], [-9.82, 20.95, -8.10], [-8.43, 20.71, -8.57], [-7.74, 21.94, -8.61], [-6.88, 22.01, -7.27], [-7.63, 22.04, -5.94], [-5.86, 23.04, -7.38], [-9.87, 21.38, -7.10], [-10.48, 20.11, -7.92], [-10.45, 21.49, -8.81], [-7.03, 21.84, -9.44], [-8.31, 22.87, -8.61], [-6.42, 21.02, -7.25], [-8.11, 22.99, -5.67], [-6.79, 22.01, -5.25], [-8.32, 21.23, -5.71], [-5.03, 22.84, -6.84], [-5.61, 23.16, -8.34], [-2.35, 18.94, -13.81], [-3.80, 18.58, -13.88], [-4.76, 19.60, -13.92], [-6.14, 19.09, -13.44], [-7.17, 20.18, -13.39], [-6.04, 18.22, -12.31], [-2.01, 19.71, -14.50], [-1.73, 18.05, -13.92], [-2.28, 19.35, -12.80], [-4.44, 20.31, -13.15], [-4.77, 20.01, -14.93], [-6.63, 18.42, -14.15], [-8.10, 19.82, -13.83], [-6.86, 21.11, -13.86], [-7.36, 20.48, -12.36], [-6.00, 18.72, -11.44], [-5.16, 17.77, -12.52], [-5.25, 13.90, -13.69], [-4.15, 13.59, -12.82], [-4.44, 13.73, -11.43], [-4.41, 15.19, -11.05], [-3.10, 15.97, -11.10], [-4.90, 15.22, -9.75], [-5.02, 13.74, -14.74], [-5.33, 14.98, -13.72], [-6.16, 13.39, -13.39], [-5.37, 13.18, -11.26], [-3.78, 13.09, -10.85], [-5.18, 15.74, -11.59], [-2.43, 15.25, -10.63], [-3.26, 16.83, -10.45], [-2.65, 16.24, -12.05], [-5.86, 14.90, -9.75], [-4.92, 16.21, -9.60]]}

=====

Run ii
{"formula": "C20H55N5O5", "method": "wB97M-V/def2-TZVPD", "gap_ev": 9.87, "multiplicity": 1, "molar_mass_g_mol": 445.69, "species": ["C", "O", "C", "C", "C", "N", "H", "H", "H", "H", "H", "H", "H", "H", "H", "H", "H", "C", "O", "C", "C", "C", "N", "H", "H", "H", "H", "H", "H", "H", "H", "H", "H", "H", "C", "O", "C", "C", "C", "N", "H", "H", "H", "H", "H", "H", "H", "H", "H", "H", "H", "C", "O", "C", "C", "C", "N", "H", "H", "H", "H", "H", "H", "H", "H", "H", "H", "H", "C", "O", "C", "C", "C", "N", "H", "H", "H", "H", "H", "H", "H", "H", "H", "H", "H"], "xyz": [[-3.32, 10.60, -22.33], [-3.74, 10.15, -21.09], [-4.70, 10.99, -20.51], [-4.58, 10.85, -18.97], [-4.35, 9.40, -18.52], [-5.72, 11.30, -18.26], [-2.76, 9.79, -22.80], [-2.69, 11.49, -22.31], [-4.20, 10.81, -22.93], [-4.57, 12.06, -20.71], [-5.68, 10.80, -20.94], [-3.70, 11.45, -18.72], [-3.58, 8.96, -19.15], [-5.21, 8.81, -18.85], [-4.18, 9.11, -17.48], [-5.61, 11.41, -17.26], [-5.80, 12.25, -18.61], [-12.86, 1.82, -12.63], [-13.72, 1.22, -11.65], [-14.03, 2.02, -10.56], [-14.99, 1.13, -9.65], [-14.26, -0.21, -9.11], [-16.13, 0.70, -10.40], [-12.50, 1.17, -13.43], [-11.92, 2.25, -12.28], [-13.20, 2.77, -13.04], [-13.14, 2.27, -9.97], [-14.43, 3.00, -10.80], [-15.20, 1.64, -8.71], [-13.89, -0.83, -9.93], [-14.98, -0.74, -8.49], [-13.45, 0.04, -8.42], [-15.79, 0.15, -11.18], [-16.48, 1.49, -10.92], [-8.35, 12.13, -12.14], [-9.18, 11.63, -13.19], [-10.15, 10.70, -12.79], [-10.86, 10.09, -14.04], [-12.28, 9.51, -13.74], [-10.10, 9.12, -14.77], [-8.99, 12.55, -11.36], [-7.72, 12.85, -12.66], [-7.86, 11.35, -11.56], [-9.81, 9.77, -12.34], [-10.92, 11.27, -12.26], [-11.04, 10.91, -14.73], [-12.38, 8.58, -13.17], [-12.92, 9.37, -14.61], [-12.86, 10.26, -13.21], [-10.48, 9.28, -15.69], [-9.16, 9.49, -14.80], [-2.39, 9.89, -5.68], [-2.48, 10.41, -4.40], [-1.30, 10.27, -3.68], [-1.50, 10.77, -2.26], [-0.20, 10.52, -1.43], [-2.57, 10.07, -1.59], [-1.96, 8.89, -5.69], [-2.00, 10.54, -6.46], [-3.40, 9.62, -5.99], [-0.98, 9.23, -3.57], [-0.53, 10.72, -4.30], [-1.68, 11.85, -2.19], [-0.50, 10.63, -0.39], [0.63, 11.20, -1.63], [0.15, 9.52, -1.67], [-2.91, 10.68, -0.86], [-3.25, 10.24, -2.31], [-16.58, 14.42, -12.69], [-15.35, 14.84, -13.13], [-15.31, 15.66, -14.28], [-13.87, 16.28, -14.40], [-13.54, 17.21, -13.17], [-13.77, 17.16, -15.56], [-17.16, 15.34, -12.72], [-16.50, 13.96, -11.70], [-17.17, 13.67, -13.22], [-15.51, 15.11, -15.20], [-16.09, 16.42, -14.28], [-13.08, 15.52, -14.44], [-14.31, 17.97, -13.04], [-12.58, 17.73, -13.25], [-13.38, 16.54, -12.32], [-12.78, 17.37, -15.59], [-13.90, 16.70, -16.45]]}

=====

Most stable of them? run ii.

=====

Run i
{"formula": "C4H4O", "method": "wB97M-V/def2-TZVPD", "gap_ev": [7.36, 7.37], "multiplicity": 1, "molar_mass_g_mol": 68.08, "species": ["C", "C", "C", "C", "O", "H", "H", "H", "H"], "xyz": [[2.35, -0.10, 0.35], [1.05, -0.19, -0.05], [-0.20, 0.34, 0.21], [-1.62, 0.12, 0.19], [-0.91, 1.43, 0.14], [3.01, -0.58, -0.40], [0.62, -0.84, -0.86], [-2.14, -0.03, 1.13], [-2.15, -0.17, -0.72]]}

=====

Run ii
{"formula": "C4H4O", "method": "wB97M-V/def2-TZVPD", "gap_ev": 10.57, "multiplicity": 1, "molar_mass_g_mol": 68.08, "species": ["C", "C", "C", "C", "O", "H", "H", "H", "H"], "xyz": [[1.87, -0.06, -0.06], [0.39, 0.03, 0.00], [-0.82, 0.15, 0.03], [-2.31, 0.10, 0.08], [-2.88, -0.97, 0.15], [2.27, -0.99, 0.36], [2.33, 0.77, 0.49], [2.23, 0.01, -1.09], [-3.08, 0.89, 0.07]]}

=====

Most stable of them? run ii.

=====

Run i
{"formula": "C4H4O", "method": "wB97M-V/def2-TZVPD", "gap_ev": 10.84, "multiplicity": 1, "molar_mass_g_mol": 68.07, "species": ["C", "C", "C", "C", "O", "H", "H", "H", "H"], "xyz": [[1.51, 0.31, 0.90], [1.11, -0.54, 0.14], [-0.21, -0.80, -0.43], [-0.93, 0.57, -0.40], [-0.53, 1.49, 0.26], [1.88, 1.04, 1.58], [-0.31, -1.31, -1.40], [-0.66, -1.45, 0.32], [-1.86, 0.69, -0.99]]}

=====

Run ii
{"formula": "C4H4O", "method": "wB97M-V/def2-TZVPD", "gap_ev": 10.50, "multiplicity": 1, "molar_mass_g_mol": 68.07, "species": ["C", "C", "C", "C", "O", "H", "H", "H", "H"], "xyz": [[-0.53, -0.05, 1.77], [-0.57, 0.98, 1.13], [-0.19, 0.89, -0.27], [0.42, -0.45, -0.83], [-0.36, 1.80, -1.04], [-0.51, -0.89, 2.39], [-0.35, -0.99, -1.38], [0.95, -1.22, -0.23], [1.14, -0.07, -1.55]]}

=====

Most stable of them? run i.

=====

Run i
{"formula": "C10H13N2O2", "method": "wB97M-V/def2-TZVPD", "gap_ev": 9.65, "total_charge": 1, "multiplicity": 1, "molar_mass_g_mol": 193.23, "species": ["N", "C", "N", "O", "C", "O", "C", "C", "C", "C", "C", "C", "C", "C", "H", "H", "H", "H", "H", "H", "H", "H", "H", "H", "H", "H", "H"], "xyz": [[0.94, 1.07, 2.88], [0.43, 0.27, 1.97], [-0.12, -0.85, 2.16], [-0.05, -1.56, 3.31], [0.33, 1.00, 0.44], [1.29, 1.97, 0.44], [-1.24, 1.44, 0.27], [-1.54, 1.13, -1.17], [-0.57, 0.06, -1.56], [-0.73, -0.77, -2.60], [0.18, -1.80, -2.82], [1.26, -1.86, -2.00], [1.39, -1.05, -0.91], [0.45, -0.03, -0.62], [1.42, 1.85, 2.49], [0.86, 0.49, 3.80], [-0.38, -1.44, 1.38], [-0.83, -1.48, 3.85], [1.55, 2.29, -0.47], [-1.45, 2.53, 0.65], [-1.84, 0.84, 0.90], [-1.34, 2.07, -1.75], [-2.68, 1.03, -1.44], [-1.65, -0.78, -3.25], [0.23, -2.42, -3.73], [2.08, -2.56, -2.10], [2.00, -1.45, -0.12]]}

=====

Run ii
{"formula": "C10H13N2O2", "method": "wB97M-V/def2-TZVPD", "gap_ev": 8.63, "total_charge": 1, "multiplicity": 1, "molar_mass_g_mol": 193.23, "species": ["C", "C", "C", "C", "C", "C", "C", "C", "C", "C", "N", "N", "O", "O", "H", "H", "H", "H", "H", "H", "H", "H", "H", "H", "H", "H", "H"], "xyz": [[-1.12, -3.43, 2.57], [-1.64, -2.14, 2.91], [-0.18, -3.55, 1.60], [-1.24, -0.98, 2.21], [0.26, -2.36, 0.95], [-0.24, -1.04, 1.24], [-0.33, 3.46, -2.10], [1.05, -2.26, -0.35], [0.73, -0.91, -0.89], [0.18, -0.09, 0.26], [0.55, 2.93, -1.35], [-0.14, 4.54, -2.91], [0.02, 1.15, 0.39], [1.83, 3.46, -1.39], [-1.27, -4.30, 3.24], [-2.45, -1.89, 3.59], [0.15, -4.53, 1.60], [-1.87, -0.10, 2.45], [2.11, -2.44, -0.13], [0.79, -3.07, -1.05], [1.61, -0.48, -1.39], [-0.11, -0.89, -1.65], [0.44, 2.05, -0.63], [-0.83, 5.07, -3.55], [0.72, 5.02, -2.79], [-1.18, 2.79, -2.29], [2.15, 3.96, -0.55]]}

=====

Most stable of them? run ii.

=====

Run i
{"formula": "C6H4N2", "method": "wB97M-V/def2-TZVPD", "gap_ev": 6.98, "multiplicity": 1, "molar_mass_g_mol": 104.11, "species": ["C", "N", "C", "C", "C", "N", "C", "C", "H", "H", "H", "H"], "xyz": [[-1.51, 0.52, -0.80], [-1.11, 1.76, -0.56], [0.32, 1.61, -0.02], [0.70, 0.28, -0.06], [1.64, -0.54, 0.35], [1.07, -1.65, 0.71], [-0.44, -1.73, 0.42], [-0.60, -0.50, -0.45], [-2.51, 0.49, -1.33], [0.82, 2.50, 0.25], [2.70, -0.10, 0.73], [-1.09, -2.63, 0.76]]}

=====

Run ii
{"formula": "C6H4N2", "method": "wB97M-V/def2-TZVPD", "gap_ev": 8.83, "multiplicity": 1, "molar_mass_g_mol": 104.11, "species": ["C", "C", "C", "C", "N", "C", "N", "C", "H", "H", "H", "H"], "xyz": [[-2.91, 0.04, -0.16], [-1.68, -0.16, 0.02], [-0.43, -0.09, 0.11], [0.10, 1.19, -0.01], [1.47, 1.26, 0.01], [2.24, 0.15, -0.04], [1.82, -1.06, -0.17], [0.51, -1.23, 0.10], [-3.91, -0.22, -0.10], [-0.57, 2.05, 0.11], [3.37, 0.21, -0.15], [-0.02, -2.14, 0.27]]}

=====

Most stable of them? run ii.